# 1
Below is C38H34AuCl3GeINO4P2 as an isolated structure, with properties calculated with ωB97M-V/def2-TZVPD.

- Charge: +1
- ⟨S²⟩: 3.769
- Frontier orbital gap (spin up / spin down): 8.48 / 5.55 eV
- LUMO energy (spin up / spin down): -0.0823 / -0.1926 hartree
- Multiplicity: 4

Geometry (Å):
Au (1.321, 0.863, 0.098)
O (-0.181, -0.121, 1.358)
P (-1.596, -0.609, 1.133)
C (-1.780, -1.626, -0.370)
P (-0.713, -1.039, -1.736)
O (-0.367, 0.407, -1.538)
C (-1.640, -1.297, -3.242)
C (-1.674, -2.531, -3.884)
C (-2.445, -2.688, -5.024)
C (-3.172, -1.617, -5.522)
C (-3.130, -0.383, -4.888)
C (-2.365, -0.218, -3.744)
C (0.772, -2.049, -1.780)
C (1.866, -1.458, -2.416)
C (3.063, -2.144, -2.518)
C (3.176, -3.423, -1.988)
C (2.091, -4.018, -1.363)
C (0.889, -3.334, -1.261)
C (-2.781, 0.731, 0.999)
C (-4.062, 0.526, 0.486)
C (-4.976, 1.565, 0.459)
C (-4.616, 2.813, 0.948)
C (-3.349, 3.017, 1.472)
C (-2.428, 1.981, 1.502)
C (-2.045, -1.645, 2.523)
C (-1.355, -1.481, 3.721)
C (-1.715, -2.232, 4.829)
C (-2.761, -3.138, 4.744)
C (-3.454, -3.300, 3.552)
C (-3.099, -2.553, 2.441)
H (-2.804, -1.517, -0.734)
H (-1.629, -2.681, -0.139)
H (-1.088, -3.362, -3.511)
H (-2.470, -3.643, -5.530)
H (-3.767, -1.742, -6.417)
H (-3.686, 0.453, -5.290)
H (-2.307, 0.744, -3.252)
H (1.780, -0.452, -2.813)
H (3.909, -1.681, -3.008)
H (4.112, -3.959, -2.069)
H (2.178, -5.016, -0.958)
H (0.056, -3.817, -0.765)
H (-4.372, -0.443, 0.116)
H (-5.968, 1.401, 0.062)
H (-5.328, 3.627, 0.924)
H (-3.086, 3.991, 1.864)
H (-1.444, 2.134, 1.929)
H (-0.544, -0.766, 3.781)
H (-1.180, -2.106, 5.759)
H (-3.041, -3.720, 5.611)
H (-4.270, -4.006, 3.489)
H (-3.648, -2.685, 1.516)
C (4.843, 0.993, -0.781)
C (4.376, -0.172, -0.015)
C (5.240, -1.215, 0.456)
C (4.468, -2.087, 1.154)
C (3.132, -1.576, 1.113)
C (1.980, -2.208, 1.778)
N (3.102, -0.424, 0.394)
H (5.829, 0.781, -1.190)
H (4.942, 1.855, -0.111)
H (4.151, 1.290, -1.566)
H (6.299, -1.256, 0.264)
H (4.758, -2.993, 1.659)
H (2.215, -3.248, 1.999)
H (1.082, -2.150, 1.172)
H (1.774, -1.696, 2.723)
I (-1.061, 6.911, 2.486)
C (-0.008, 5.746, 1.122)
C (-0.455, 4.464, 0.836)
C (0.255, 3.676, -0.056)
C (1.424, 4.157, -0.640)
C (1.833, 5.460, -0.383)
C (1.126, 6.255, 0.499)
C (2.285, 3.306, -1.516)
O (3.002, 3.762, -2.377)
O (2.203, 2.004, -1.345)
H (-1.348, 4.087, 1.310)
H (-0.142, 2.701, -0.338)
H (2.728, 5.831, -0.865)
H (1.460, 7.259, 0.715)
Cl (3.544, 3.652, 2.205)
Ge (2.242, 1.971, 2.443)
Cl (0.497, 2.513, 3.598)
Cl (3.346, 0.601, 3.700)

Atoms 1-3, force components in eV/Å:
Au 0.295 0.145 0.557
O 0.123 -0.012 0.120
P -0.090 -0.073 -0.019

***

# 2
Below is C3H7N as an isolated structure in a non-equilibrium geometry, with properties calculated with ωB97M-V/def2-TZVPD.

- Frontier orbital gap: 8.64 eV
- LUMO energy: 0.0271 hartree

Geometry (Å):
C (1.239, 0.457, -0.691)
C (-0.006, -0.131, -0.071)
C (-1.038, 0.761, 0.629)
N (-0.248, -1.438, -0.011)
H (1.306, 1.541, -0.681)
H (1.377, 0.018, -1.691)
H (2.114, 0.099, -0.146)
H (-1.808, 0.840, -0.143)
H (0.255, -1.119, 0.945)
H (-1.505, 0.091, 1.379)
H (-0.901, 1.710, 1.138)

Atoms 1-3, force components in eV/Å:
C 0.039 -0.213 -0.723
C -0.052 -0.447 0.799
C -0.907 -1.105 0.423

***

Across the entries above, energy relative to the best compared isomer or geometry (same formula, charge and spin) takes the values 68.2, 293.0 kJ/mol, respectively.